[1]
6
Properties=species:S:1:pos:R:3:forces:R:3 method="wB97M-V/def2-TZVPD" total_charge=+1 gap_ha=0.3273 energy_ha=-1437.11554 multiplicity=1 homo_ev=-17.154 mol_weight_g_mol=137.89 largest_force_ev_per_a=5.20
O -0.019 -0.625 0.435 -3.5601 2.8409 2.5089
F -0.966 -0.515 3.130 -0.4100 -0.2392 -0.3579
P -1.505 0.214 1.886 3.2196 -2.3838 -1.8121
Cl -3.128 -0.744 1.285 0.8834 1.3349 0.5096
Cl -1.385 2.064 2.584 -0.5417 -1.0140 -1.3206
H 0.309 -1.282 1.056 0.4089 -0.5389 0.4721

=====

[2]
13
Properties=species:S:1:pos:R:3:forces:R:3 method="wB97M-V/def2-TZVPD" total_charge=+1 gap_ha="0.2732 / 0.2779" energy_ha=-989.64548 multiplicity=1 homo_ev="-13.187 / -13.479" mol_weight_g_mol=123.22 largest_force_ev_per_a=4.54
C 0.227 1.223 0.327 -2.3642 3.8689 0.1988
C 1.272 -0.886 0.736 3.3204 0.0368 0.7765
C -0.526 -0.694 -0.861 -1.7512 0.4844 0.3320
O 0.553 0.037 -0.190 1.1922 -2.3723 0.7196
S 0.574 2.060 1.595 0.3451 -0.8283 -0.5030
S -1.689 2.443 -1.066 1.6875 -0.9535 0.6572
H 1.666 -1.762 0.222 -0.3682 0.3833 -0.6826
H 2.167 -0.388 1.226 -1.3377 -0.0504 -0.9955
H 0.637 -1.209 1.502 -1.4154 -0.1462 0.9443
H -1.428 -0.787 -0.248 0.6201 -0.1507 0.5453
H -0.796 -0.034 -1.611 -0.4497 1.0065 -1.8527
H -0.171 -1.607 -1.224 0.8605 -1.2017 -0.3015
H -2.486 1.603 -0.409 -0.3392 -0.0767 0.1616

=====

[3]
9
Properties=species:S:1:pos:R:3:forces:R:3 method="wB97M-V/def2-TZVPD" total_charge=0 gap_ha="0.3071 / 0.3070" energy_ha=-681.18774 multiplicity=1 homo_ev="-9.758 / -9.757" mol_weight_g_mol=105.12 largest_force_ev_per_a=3.98
C 1.568 0.312 -0.185 1.1152 0.0351 -2.5326
C 0.938 0.759 0.854 -1.5319 -2.2079 -1.1483
N -1.827 -0.655 -0.328 -0.7855 -0.2871 -1.2652
O -0.905 -0.849 -1.087 0.1304 -0.5256 -1.5779
O -3.010 -0.793 -0.572 0.2397 -0.1516 -0.1066
S -1.396 -0.164 1.179 2.5114 1.9947 2.3615
H 2.652 0.371 -0.645 -1.8368 0.5018 1.9538
H 0.994 -0.126 -1.033 -0.1018 -0.0451 1.1021
H 0.986 1.146 1.816 0.2594 0.6858 1.2132

=====

[4]
17
Properties=species:S:1:pos:R:3:forces:R:3 method="wB97M-V/def2-TZVPD" total_charge=+1 gap_ha=0.4255 energy_ha=-305.39683 multiplicity=1 homo_ev=-14.871 mol_weight_g_mol=91.13 largest_force_ev_per_a=4.61
C -1.232 -0.477 1.802 -1.8725 -2.8403 -1.9265
C 0.262 -0.461 1.461 -1.5331 4.0172 1.6636
N 1.865 1.215 -1.415 -1.8193 -0.0144 1.0262
C 1.242 0.317 -0.636 2.9297 -0.3668 -1.0442
N 0.482 0.535 0.369 0.2913 -0.5263 0.5308
H -1.818 0.463 1.842 1.0381 -0.1680 0.1166
H -1.752 -1.068 0.861 1.0454 1.3516 2.4952
H -1.455 -1.065 2.742 0.3755 0.6577 -1.1323
H 0.890 -0.259 2.362 -0.3697 0.4666 -0.8097
H 0.660 -1.283 1.045 0.7716 -3.5718 -1.1359
H 1.623 2.196 -1.242 0.5072 -0.4237 -0.7702
H 2.343 0.881 -2.244 -0.1533 0.4861 0.1767
H 1.656 -0.668 -0.776 -0.2764 -0.5141 0.0649
H -0.016 1.375 0.297 -0.9651 1.4770 0.7818
H -2.106 -0.087 -2.413 -0.7039 0.7252 -0.3350
H -1.291 -1.285 -2.166 0.2003 1.2730 0.6340
O -1.353 -0.329 -1.887 0.5340 -2.0289 -0.3360

=====

[5]
101
Properties=species:S:1:pos:R:3:forces:R:3 method="wB97M-V/def2-TZVPD" total_charge=+1 gap_ha=0.2612 energy_ha=-5303.89751 multiplicity=1 homo_ev=-9.607 mol_weight_g_mol=863.91 largest_force_ev_per_a=0.80
Na -0.397 -0.065 0.060 0.6241 0.2401 -0.0551
C 1.641 -6.947 -3.080 -0.0225 0.0087 0.0058
C 2.292 -5.587 -3.374 -0.0157 0.0010 -0.0093
C 3.731 -5.585 -2.836 0.0154 -0.0037 0.0179
C 2.326 -5.385 -4.891 -0.0034 -0.0032 0.0252
C 1.521 -4.474 -2.670 0.0397 -0.0283 -0.0247
C 1.170 -4.585 -1.325 0.0297 0.0160 0.0325
C 0.518 -3.537 -0.699 -0.0764 0.0380 -0.1191
N 0.198 -2.395 -1.309 0.0317 -0.0322 0.1099
C 0.528 -2.280 -2.595 -0.0835 0.1484 0.1048
C 1.175 -3.286 -3.302 0.0272 -0.0582 -0.1078
C 0.209 -0.969 -3.238 0.0286 0.0220 0.2002
C -0.199 -0.888 -4.562 0.0207 -0.0441 -0.0999
C -0.478 0.349 -5.134 -0.0442 -0.0222 -0.0432
C -0.303 1.465 -4.318 -0.0236 0.0213 0.0275
C 0.098 1.296 -3.005 0.0617 -0.1099 0.0071
N 0.341 0.103 -2.456 -0.0523 0.2129 0.0787
C -1.015 0.488 -6.555 -0.0414 -0.0148 0.0180
C -2.535 0.705 -6.460 0.0227 0.0078 0.0161
C -0.377 1.693 -7.257 0.0375 0.0018 -0.0165
C -0.741 -0.765 -7.390 0.0268 0.0027 -0.0137
H 2.147 -7.725 -3.655 -0.0158 0.0184 0.0290
H 0.585 -6.946 -3.361 0.0400 -0.0108 0.0019
H 1.715 -7.220 -2.026 -0.0135 0.0271 -0.0423
H 4.290 -6.423 -3.260 -0.0166 0.0423 0.0051
H 3.745 -5.683 -1.748 0.0107 -0.0137 -0.0378
H 4.246 -4.659 -3.104 -0.0233 -0.0291 0.0245
H 2.844 -6.225 -5.356 -0.0153 0.0190 0.0116
H 2.864 -4.477 -5.172 -0.0214 -0.0311 0.0120
H 1.317 -5.338 -5.308 0.0411 -0.0058 -0.0051
H 1.411 -5.472 -0.753 -0.0195 0.0266 -0.0283
H 0.236 -3.616 0.347 0.0236 0.0180 -0.0511
H 1.428 -3.117 -4.340 -0.0095 -0.0001 0.0511
H -0.309 -1.801 -5.132 -0.0044 0.0375 0.0199
H -0.486 2.466 -4.686 0.0053 -0.0365 0.0119
H 0.226 2.156 -2.353 -0.0057 -0.0583 -0.0165
H -2.765 1.581 -5.849 -0.0049 -0.0224 -0.0332
H -3.024 -0.164 -6.013 0.0123 0.0337 -0.0100
H -2.956 0.861 -7.456 0.0197 -0.0149 0.0402
H -0.683 2.641 -6.810 0.0233 -0.0340 -0.0038
H -0.688 1.712 -8.302 0.0009 0.0143 0.0247
H 0.714 1.636 -7.228 -0.0366 0.0039 -0.0129
H -1.265 -1.641 -7.003 0.0147 0.0309 -0.0154
H 0.329 -0.988 -7.432 -0.0497 -0.0008 -0.0078
H -1.092 -0.604 -8.411 0.0101 -0.0051 0.0229
N -1.766 4.169 1.545 0.1312 0.1498 0.0545
C -1.247 4.241 2.864 -0.0796 -0.0363 -0.0220
C -2.017 4.755 3.894 -0.0741 0.0030 0.0185
C -1.507 4.813 5.186 -0.0119 -0.0154 -0.0499
C -0.237 4.327 5.454 0.0181 -0.0078 -0.0058
C 0.521 3.780 4.425 0.0152 0.0215 0.1001
C 0.030 3.759 3.131 0.0688 -0.0306 -0.0990
S 1.000 3.115 1.803 0.0263 0.1907 0.0768
N -0.194 2.625 0.716 0.0202 -0.3814 -0.2845
C -1.331 3.191 0.673 -0.0518 -0.0319 0.0656
C -2.282 2.785 -0.415 0.0985 -0.0596 0.0902
C -3.162 3.688 -0.994 -0.0412 0.0769 -0.0276
C -3.995 3.244 -2.011 -0.0014 0.0270 0.0144
C -3.924 1.920 -2.407 -0.0116 -0.0203 -0.0164
C -3.007 1.094 -1.774 0.0972 0.0499 0.1078
N -2.199 1.514 -0.803 -0.0705 -0.1693 -0.1230
H -2.735 4.429 1.464 -0.0648 -0.0199 0.0101
H -3.017 5.121 3.683 0.0499 -0.0123 0.0238
H -2.110 5.235 5.979 0.0173 -0.0017 -0.0171
H 0.165 4.366 6.458 -0.0172 0.0017 -0.0404
H 1.510 3.382 4.626 -0.0518 0.0043 -0.0167
H -3.175 4.727 -0.687 -0.0066 -0.0107 -0.0003
H -4.684 3.927 -2.490 0.0096 0.0037 0.0126
H -4.559 1.531 -3.192 0.0234 0.0128 0.0201
H -2.906 0.050 -2.059 0.0052 0.0519 0.0342
Se 3.936 -2.925 6.682 0.2327 -0.2484 0.4063
N 4.230 -2.947 4.934 -0.0259 0.0735 -0.0647
C 3.279 -2.240 4.387 -0.1277 0.0796 -0.1273
C 3.174 -2.006 2.949 -0.0001 0.0211 0.0855
C 4.113 -2.497 2.042 0.0473 -0.0604 0.0894
C 3.960 -2.216 0.704 0.0324 0.0025 -0.0440
C 2.859 -1.459 0.309 -0.0776 0.0144 0.0445
N 1.952 -0.994 1.156 -0.0795 0.0361 -0.1484
C 2.106 -1.248 2.462 -0.0920 0.1008 -0.0911
C 1.094 -0.679 3.391 -0.0039 0.0174 -0.1510
N 0.092 0.021 2.846 -0.1289 0.0383 -0.0951
C -0.815 0.559 3.646 0.0387 -0.0475 -0.0442
C -0.785 0.431 5.034 -0.0254 0.0204 0.0098
C 0.231 -0.305 5.600 0.0189 -0.0192 0.0774
C 1.194 -0.879 4.770 0.0879 -0.0356 0.0104
C 2.301 -1.678 5.290 -0.0763 0.0457 -0.1699
N 2.471 -1.934 6.559 -0.0206 0.0711 -0.0794
H 4.945 -3.083 2.412 -0.0168 0.0181 -0.0157
H 4.671 -2.571 -0.031 -0.0308 0.0178 0.0230
H 2.697 -1.226 -0.740 -0.0063 0.0012 0.0623
H -1.607 1.125 3.163 0.0365 -0.0671 0.0153
H -1.547 0.902 5.642 0.0253 -0.0076 -0.0245
H 0.306 -0.448 6.671 -0.0115 0.0045 -0.0302
N -1.546 -2.837 2.342 -0.0114 0.0853 -0.0756
C -2.347 -2.259 1.402 -0.0029 0.1421 -0.1629
N -3.527 -2.890 1.158 0.0313 -0.0708 0.0200
O -2.027 -1.235 0.800 -0.4672 -0.5320 0.3711
H -1.717 -3.759 2.701 -0.0124 0.0166 0.0060
H -0.648 -2.414 2.493 0.0103 0.0260 0.0295
H -3.882 -3.605 1.766 -0.0127 0.0171 0.0174
H -4.176 -2.421 0.553 0.0020 0.0295 -0.0149

=====

[6]
30
Properties=species:S:1:pos:R:3:forces:R:3 method="wB97M-V/def2-TZVPD" total_charge=+1 gap_ha="0.2559 / 0.2285" energy_ha=-2025.96076 multiplicity=6 homo_ev="-13.872 / -13.855" mol_weight_g_mol=260.07 largest_force_ev_per_a=18.56
O 0.569 -1.870 2.114 6.3955 -3.5211 7.1894
H 1.159 -2.422 1.595 0.7949 -0.6096 0.6749
H 1.097 -1.166 2.497 0.3761 0.5137 0.6526
H -0.098 -1.583 1.487 -2.3221 0.8276 2.3900
Mn 0.692 -1.847 -0.981 3.5193 -17.4330 -5.3122
C -0.062 -0.149 -0.143 -2.8618 6.2204 7.1708
O -0.601 0.884 0.263 1.0919 -4.2382 -2.6109
O -0.205 -1.238 0.439 2.4740 2.2164 -6.8672
O 0.706 -0.273 -1.061 3.7533 8.0555 -5.3523
O -0.497 0.988 -2.369 -1.0525 1.4340 -1.6159
H -0.220 0.414 -1.655 -1.6017 2.7256 -4.0732
H 0.183 0.886 -3.035 0.2673 0.1894 -0.3703
O -1.599 -1.902 1.652 -2.9988 -5.6822 2.4249
H -1.177 -1.775 0.802 -5.6706 -2.3248 1.0513
H -2.187 -1.152 1.742 -1.5275 -0.6308 0.7773
O 2.297 1.031 -0.173 1.9893 -0.4685 0.7792
H 1.884 1.584 0.490 0.1495 1.2752 0.2356
H 1.569 0.572 -0.592 1.8513 2.3973 0.5468
O -2.274 0.139 1.649 -1.9440 3.0585 1.5464
H -1.431 0.174 1.197 -1.0231 0.9118 0.9982
H -2.469 1.051 1.864 -0.4228 0.3083 0.2967
O 0.406 2.599 0.733 2.2449 3.7322 1.7669
H 0.194 1.672 0.844 0.7559 2.1043 1.0789
H 0.201 2.783 -0.184 -0.0513 0.2310 -0.2389
O 2.692 -0.388 -2.553 -0.6530 -0.8671 0.0292
H 3.534 0.053 -2.663 0.4244 0.0284 -0.1128
H 2.340 -0.034 -1.736 1.2736 0.6687 -0.6217
O -2.389 0.068 -0.993 -1.2825 -1.7573 -1.1767
H -1.520 0.047 -0.592 -3.8095 0.5087 -1.2953
H -2.799 0.855 -0.636 -0.1400 0.1255 0.0383